Record 1
ORCA calculation (ωB97M-V/def2-TZVPD) on C28H49BN6V as an isolated structure in a non-equilibrium geometry.

Last column: Mulliken spin population.
Atoms and positions in Å:
V: 0.000 -0.020 0.054  2.336
C: -4.070 -2.997 -0.073  -0.007
C: -2.904 -2.264 0.567  0.102
C: -2.761 -2.191 1.976  0.023
C: -1.685 -1.363 2.286  0.118
N: -1.145 -0.940 1.081  0.007
N: -1.935 -1.492 0.031  0.113
B: -1.707 -1.256 -1.492  -0.201
N: -1.756 0.288 -1.776  0.057
N: -0.918 1.223 -1.169  -0.001
C: -1.317 2.476 -1.611  0.058
C: -2.423 2.307 -2.456  0.032
C: -2.671 0.940 -2.556  0.026
C: -3.748 0.280 -3.396  0.001
C: -0.733 3.839 -1.331  -0.007
C: 0.411 3.697 -0.322  0.039
C: -1.861 4.697 -0.746  0.000
C: -0.266 4.451 -2.651  0.001
N: -0.289 -1.835 -1.820  0.073
N: 0.864 -1.336 -1.203  -0.089
C: 1.939 -2.027 -1.750  0.117
C: 1.447 -2.909 -2.726  0.014
C: 0.046 -2.798 -2.713  0.053
C: -0.933 -3.693 -3.433  -0.003
C: 3.419 -1.861 -1.476  -0.029
C: 4.096 -1.498 -2.798  0.007
C: 3.961 -3.207 -0.978  0.005
C: 3.637 -0.795 -0.430  0.074
C: -1.331 -1.071 3.704  0.022
C: -2.599 -0.521 4.343  0.015
C: -1.107 -2.426 4.389  0.012
C: -0.129 -0.173 3.964  0.014
H: -4.619 -3.506 0.721  0.001
H: -4.779 -2.315 -0.599  0.007
H: -3.704 -3.765 -0.786  0.005
H: -3.398 -2.704 2.682  0.007
H: -2.565 -1.846 -2.154  0.004
H: -2.975 3.072 -2.974  0.002
H: -4.273 1.052 -4.017  0.000
H: -3.337 -0.509 -4.070  0.001
H: -4.509 -0.238 -2.753  0.001
H: 0.055 3.190 0.584  -0.007
H: 1.226 3.083 -0.760  -0.004
H: 0.793 4.700 -0.057  -0.002
H: -2.204 4.298 0.235  0.000
H: -1.485 5.730 -0.591  0.000
H: -2.734 4.733 -1.416  0.000
H: 0.412 3.809 -3.227  0.000
H: -1.141 4.695 -3.275  0.000
H: 0.285 5.393 -2.435  0.000
H: 2.044 -3.535 -3.376  0.002
H: -0.401 -4.414 -4.076  0.000
H: -1.571 -4.253 -2.725  0.003
H: -1.622 -3.080 -4.050  0.004
H: 3.972 -2.294 -3.548  0.001
H: 3.732 -0.534 -3.153  -0.003
H: 5.179 -1.362 -2.618  0.000
H: 3.867 -3.992 -1.763  0.000
H: 5.025 -3.105 -0.699  0.000
H: 3.436 -3.566 -0.053  -0.001
H: 3.215 0.182 -0.768  0.003
H: 3.145 -1.089 0.509  -0.007
H: 4.730 -0.700 -0.234  0.000
H: -3.435 -1.233 4.282  0.002
H: -2.387 -0.358 5.412  0.000
H: -2.896 0.445 3.916  -0.003
H: -1.980 -3.088 4.340  0.000
H: -0.238 -2.974 4.023  -0.002
H: -0.910 -2.213 5.450  0.000
H: -0.221 0.874 3.620  -0.006
H: -0.005 -0.158 5.073  -0.001
H: 0.778 -0.614 3.531  -0.008
C: 3.901 1.646 1.978  0.004
C: 2.446 2.133 1.719  0.023
C: 2.178 3.136 2.841  -0.001
C: 1.467 0.945 1.534  -0.039
H: 4.563 2.501 2.206  0.001
H: 4.285 1.101 1.113  -0.003
H: 3.967 0.947 2.825  0.000
H: 2.476 2.695 0.754  0.008
H: 2.309 2.657 3.833  0.001
H: 1.182 3.598 2.747  -0.003
H: 2.925 3.945 2.740  0.001
H: 0.477 1.296 1.909  -0.008
H: 1.787 0.065 2.115  0.037

**Lowest unoccupied orbital energy (spin up / spin down)**: 0.4 / 0.4 eV
**Calculated total energy**: -2393.6855 Eh
**2S+1**: 4
**⟨S²⟩**: 3.7837
**Gap between HOMO and LUMO (spin up / spin down)**: 0.20084 / 0.26147 Eh

Record 2
ORCA calculation (ωB97M-V/def2-TZVPD) on C28H49Br9N14O13 as an isolated structure in a non-equilibrium geometry.

Last column: Mulliken charge in e.
Atoms and positions in Å:
C: -6.934 -27.611 -20.164  -0.320
Br: -7.639 -29.406 -20.086  -0.003
Br: -8.433 -26.392 -19.639  -0.027
Br: -6.236 -27.023 -21.898  -0.001
H: -6.223 -27.578 -19.339  0.351
C: -7.040 -12.453 -15.730  -0.264
Br: -6.523 -11.929 -17.648  -0.031
Br: -7.444 -14.406 -15.359  -0.022
Br: -8.321 -11.254 -14.784  -0.010
H: -6.071 -12.361 -15.240  0.326
C: -22.356 -16.127 -22.672  -0.352
Br: -23.371 -16.672 -21.074  -0.006
Br: -20.379 -16.093 -22.141  0.001
Br: -22.923 -14.250 -23.248  -0.029
H: -22.638 -16.747 -23.523  0.385
C: -15.740 -20.635 -18.042  -0.687
C: -14.981 -19.446 -17.961  -0.220
C: -13.673 -19.428 -17.593  0.245
C: -13.014 -20.641 -17.424  -0.380
C: -13.744 -21.865 -17.270  -0.670
C: -15.123 -21.803 -17.581  0.746
O: -15.805 -22.966 -17.453  -0.506
O: -13.161 -18.146 -17.462  -0.497
H: -16.779 -20.539 -18.318  0.310
H: -15.614 -18.595 -18.165  0.355
H: -11.958 -20.714 -17.209  0.309
H: -13.118 -22.668 -16.911  0.403
H: -16.761 -22.891 -17.482  0.301
H: -12.280 -18.266 -17.098  0.290
C: -17.120 -9.433 -13.713  -0.470
C: -16.138 -10.355 -13.695  -0.616
C: -16.022 -11.318 -14.803  0.691
C: -16.952 -11.432 -15.721  -0.586
C: -18.059 -10.588 -15.648  -0.482
C: -18.118 -9.540 -14.704  0.659
O: -19.215 -8.714 -14.664  -0.518
O: -14.948 -12.148 -14.800  -0.530
H: -17.193 -8.840 -12.814  0.365
H: -15.353 -10.357 -12.953  0.369
H: -16.947 -12.367 -16.263  0.291
H: -18.949 -10.717 -16.247  0.244
H: -19.820 -8.930 -15.377  0.287
H: -14.795 -12.707 -15.565  0.295
C: -3.720 -17.612 -20.165  -0.315
C: -3.617 -18.726 -19.391  -0.546
C: -4.442 -19.822 -19.662  0.177
C: -5.592 -19.625 -20.432  -0.410
C: -5.662 -18.504 -21.206  -0.470
C: -4.712 -17.492 -21.095  0.665
O: -4.634 -16.324 -21.858  -0.561
O: -4.367 -20.960 -18.969  -0.504
H: -3.142 -16.727 -19.944  0.226
H: -2.865 -18.678 -18.618  0.348
H: -6.355 -20.384 -20.520  0.406
H: -6.395 -18.526 -22.000  0.348
H: -4.100 -15.593 -21.541  0.300
H: -3.423 -21.086 -18.847  0.336
C: -20.179 -30.058 -14.646  0.691
O: -20.180 -30.630 -15.773  -0.685
N: -20.254 -28.774 -14.403  -0.345
N: -20.037 -30.647 -13.499  -0.336
H: -20.342 -28.099 -15.149  0.197
H: -20.381 -28.512 -13.436  0.142
H: -19.947 -31.642 -13.351  0.200
H: -20.240 -30.031 -12.725  0.137
C: -15.058 -30.336 -20.162  0.574
O: -14.432 -30.178 -21.151  -0.601
N: -15.767 -31.381 -19.800  -0.391
N: -15.331 -29.374 -19.299  -0.371
H: -16.245 -31.416 -18.911  0.197
H: -15.523 -32.312 -20.108  0.232
H: -16.092 -29.340 -18.636  0.167
H: -14.902 -28.466 -19.401  0.196
C: -14.249 -28.099 -12.754  0.640
O: -14.630 -28.928 -13.644  -0.664
N: -14.172 -26.803 -12.990  -0.381
N: -13.736 -28.282 -11.531  -0.378
H: -13.916 -26.151 -12.263  0.163
H: -14.640 -26.542 -13.846  0.221
H: -13.347 -29.167 -11.239  0.231
H: -13.402 -27.495 -10.993  0.164
C: -14.150 -14.129 -22.791  0.605
O: -14.835 -13.316 -23.398  -0.663
N: -13.866 -13.917 -21.548  -0.399
N: -13.733 -15.299 -23.198  -0.406
H: -13.165 -14.567 -21.221  0.189
H: -14.020 -12.954 -21.285  0.249
H: -13.345 -16.028 -22.616  0.188
H: -14.212 -15.631 -24.022  0.239
C: -6.319 -24.438 -12.735  0.673
O: -5.767 -25.487 -12.725  -0.633
N: -6.531 -23.688 -13.765  -0.358
N: -6.756 -23.771 -11.744  -0.367
H: -7.004 -22.816 -13.574  0.142
H: -6.168 -24.012 -14.650  0.196
H: -6.693 -24.187 -10.826  0.208
H: -7.337 -22.958 -11.888  0.140
C: -11.349 -18.755 -11.352  0.627
O: -10.589 -19.527 -11.848  -0.619
N: -12.420 -18.162 -11.902  -0.372
N: -11.234 -18.421 -10.096  -0.374
H: -12.507 -18.212 -12.907  0.195
H: -13.188 -17.667 -11.473  0.180
H: -11.838 -17.684 -9.762  0.159
H: -10.515 -18.744 -9.465  0.204
C: -22.561 -24.598 -18.416  0.634
O: -21.627 -24.682 -17.675  -0.629
N: -23.377 -23.536 -18.320  -0.415
N: -22.980 -25.544 -19.252  -0.424
H: -23.107 -22.790 -17.696  0.218
H: -24.107 -23.480 -19.016  0.166
H: -23.942 -25.491 -19.554  0.201
H: -22.393 -26.362 -19.171  0.249

**Lowest unoccupied orbital energy**: -1.1 eV
**Calculated total energy**: -26007.1192 Eh
**Gap between HOMO and LUMO**: 0.25318 Eh